# 1
Here is a structure of composition C34H58MnN5SSi at a distorted geometry from the Open Molecules 2025 dataset. Energies are from ωB97M-V/def2-TZVPD.

Kohn-Sham gap (spin up / spin down)	0.1787 / 0.1766	Eh
LUMO level (spin up / spin down)	2.3 / 2.2	eV
spin multiplicity	2
charge	-1
expectation value of S²	0.8047

Atoms and positions in Å:
Mn -0.372 0.746 -0.522
C 2.131 0.006 -5.362
C 2.677 -0.955 -4.310
N 2.990 -0.325 -3.041
C 2.037 0.044 -2.131
S 0.420 -0.562 -2.272
N 2.474 0.826 -1.168
N 1.503 1.164 -0.282
C 1.840 1.853 0.785
C 3.232 2.320 1.070
C 0.738 2.141 1.646
C 0.832 2.917 2.813
C -0.292 3.187 3.550
C -1.528 2.684 3.115
C -1.555 1.924 1.973
N -0.463 1.625 1.253
H 1.988 -0.518 -6.310
H 2.820 0.838 -5.527
H 1.170 0.406 -5.039
H 3.590 -1.432 -4.672
H 1.945 -1.738 -4.116
H 3.788 0.293 -3.037
H 3.894 1.960 0.289
H 3.590 1.949 2.036
H 3.276 3.413 1.095
H 1.798 3.312 3.099
H -0.232 3.796 4.443
H -2.441 2.879 3.660
H -2.489 1.526 1.595
C -0.216 -4.696 1.825
C -0.559 -3.257 1.401
C -0.948 -3.268 -0.082
C -1.811 -2.825 2.172
Si 0.903 -1.987 1.719
C 0.994 -1.514 3.621
C 2.294 -0.749 3.901
C 0.931 -2.723 4.568
C -0.147 -0.559 3.988
C 2.608 -2.717 1.108
C 3.190 -3.779 2.057
C 2.431 -3.353 -0.277
C 3.655 -1.604 0.948
H -1.081 -5.352 1.653
H 0.040 -4.759 2.885
H 0.619 -5.102 1.253
H -1.840 -3.896 -0.219
H -0.162 -3.659 -0.726
H -1.180 -2.262 -0.433
H -2.657 -3.455 1.868
H -2.072 -1.785 1.956
H -1.693 -2.937 3.251
H 3.178 -1.374 3.788
H 2.283 -0.380 4.936
H 2.393 0.116 3.238
H 1.724 -3.447 4.377
H -0.025 -3.244 4.492
H 1.034 -2.383 5.609
H -0.152 0.311 3.336
H -0.011 -0.206 5.020
H -1.128 -1.029 3.929
H 2.505 -4.610 2.227
H 3.452 -3.353 3.027
H 4.113 -4.190 1.623
H 1.825 -4.259 -0.243
H 3.416 -3.631 -0.676
H 1.970 -2.655 -0.981
H 3.867 -1.085 1.880
H 3.343 -0.862 0.211
H 4.597 -2.049 0.596
C -4.149 -1.495 -0.977
C -3.966 -0.148 -1.632
C -4.899 0.344 -2.543
C -4.684 1.597 -3.113
C -5.693 2.160 -4.086
C -3.553 2.346 -2.817
C -2.542 1.868 -1.929
C -2.863 0.620 -1.337
N -1.339 2.357 -1.569
C -0.729 3.627 -1.968
C -1.515 4.542 -2.915
C -0.445 4.441 -0.697
C 0.606 3.325 -2.664
H -5.148 -1.889 -1.167
H -4.002 -1.430 0.103
H -3.420 -2.213 -1.360
H -5.783 -0.233 -2.793
H -6.527 1.471 -4.225
H -5.237 2.342 -5.061
H -6.096 3.111 -3.729
H -3.465 3.300 -3.303
H -2.201 0.221 -0.568
H -2.456 4.875 -2.475
H -1.710 4.062 -3.874
H -0.904 5.428 -3.106
H -1.384 4.710 -0.206
H 0.103 5.359 -0.932
H 0.148 3.853 0.000
H 0.429 2.726 -3.561
H 1.262 2.759 -2.008
H 1.117 4.250 -2.950

# 2
Here is a structure of composition C34H59BrNOsP3 at a distorted geometry from the Open Molecules 2025 dataset. Energies are from ωB97M-V/def2-TZVPD.

Kohn-Sham gap (spin up / spin down)	0.2041 / 0.1272	Eh
LUMO level (spin up / spin down)	-13.0 / -14.7	eV
spin multiplicity	5
charge	+4
expectation value of S²	6.0462

Atoms and positions in Å:
C -0.061 -0.324 -4.311
C 1.029 -0.373 -3.408
C 2.308 -0.175 -3.883
C 2.518 0.240 -5.191
N 1.479 0.364 -6.029
C 0.235 0.070 -5.646
C 1.032 -0.374 -1.981
C 1.532 -1.036 -0.981
C 1.410 -2.433 -0.479
C 1.089 -2.722 0.886
C 0.578 -4.021 1.215
C 0.252 -4.757 0.003
C 1.029 -4.703 -1.173
C 1.630 -3.469 -1.395
Os -1.159 -3.481 0.349
P -0.439 1.670 -0.681
H 3.152 -0.314 -3.221
H -1.079 -0.647 -4.055
H 3.504 0.470 -5.527
H -0.576 0.126 -6.385
H 2.235 -3.324 -2.292
H 1.256 -2.001 1.707
H 0.990 -5.550 -1.825
H 0.680 -4.500 2.191
C -0.981 3.089 0.425
C -0.603 4.510 0.017
H -0.512 2.847 1.392
H -2.074 3.022 0.569
H -0.943 5.188 0.808
H 0.478 4.658 -0.088
H -1.105 4.822 -0.912
C 1.080 2.415 -1.411
C 0.993 3.077 -2.788
H 1.794 1.583 -1.449
H 1.524 3.124 -0.700
H 2.017 3.238 -3.164
H 0.483 2.436 -3.519
H 0.497 4.058 -2.736
C -1.742 1.682 -2.035
C -2.457 2.970 -2.434
H -2.505 0.962 -1.698
H -1.280 1.241 -2.930
H -3.212 2.734 -3.194
H -2.994 3.447 -1.607
H -1.798 3.716 -2.890
Br -1.251 -6.271 0.197
P 2.096 0.921 1.619
C 2.587 2.650 1.961
C 3.173 2.939 3.330
H 1.662 3.225 1.781
H 3.294 2.885 1.147
H 3.341 4.020 3.365
H 2.493 2.669 4.147
H 4.147 2.453 3.479
C 1.627 0.161 3.244
C 2.724 -0.502 4.061
H 0.844 -0.586 3.024
H 1.153 0.963 3.823
H 2.306 -0.840 5.015
H 3.149 -1.382 3.569
H 3.537 0.185 4.311
C 3.653 0.046 1.155
C 4.947 0.538 1.794
H 3.712 0.145 0.059
H 3.500 -1.023 1.356
H 5.782 -0.044 1.389
H 5.156 1.590 1.583
H 4.965 0.388 2.878
C -2.887 -2.314 -1.649
C -3.613 -1.449 -0.600
C -4.958 -2.038 -0.207
P -2.418 -1.156 0.831
C -3.095 0.538 1.451
C -4.604 0.665 1.684
C -2.294 0.963 2.693
C -2.619 -2.375 2.215
C -3.812 -2.113 3.141
C -2.708 -3.858 1.769
H -3.337 -3.339 -1.711
H -1.791 -2.376 -1.442
H -3.086 -1.868 -2.665
H -3.788 -0.444 -1.022
H -4.857 -3.045 0.197
H -5.498 -1.427 0.517
H -5.590 -2.105 -1.100
H -2.832 1.200 0.604
H -4.984 -0.090 2.388
H -4.796 1.650 2.138
H -5.178 0.616 0.750
H -1.211 0.811 2.546
H -2.480 2.039 2.870
H -2.627 0.413 3.593
H -1.697 -2.195 2.803
H -4.760 -2.210 2.596
H -3.805 -2.897 3.918
H -3.754 -1.149 3.644
H -2.491 -4.352 0.658
H -2.256 -4.498 2.541
H -3.773 -4.121 1.606

no.,electronic energy (eV)
1,-93683.5349
2,-138028.2269